ORCA calculation (ωB97M-V with the def2-TZVPD basis set) on 2 unconnected molecules or ions with the total composition C5H9F2N at a distorted geometry.

Cartesian coordinates (Å):
C1 -2.16988 1.12793 0.27070
C2 -0.96143 1.66148 0.35583
C3 1.28912 -1.54045 0.60752
C4 1.17773 -0.42830 -1.46102
C5 2.41567 0.54258 0.25648
N1 1.65069 -0.42715 -0.27992
F1 3.32888 0.11294 1.24810
F2 3.14529 1.27801 -0.71538
H1 -2.81140 0.74802 -0.51468
H2 -2.86468 1.10392 1.18321
H3 -0.32850 1.70761 -0.49387
H4 1.48113 -1.23169 1.75004
H5 0.22508 -1.77301 0.31894
H6 1.99796 -2.22902 0.36526
H7 0.45273 -1.12601 -1.56760
H8 -0.54403 1.94874 1.37314
H9 1.58972 0.10190 -2.24913

Largest force on an atom in eV Å⁻¹: 6.9
Charge: 0
<S²>: 2.0049
Frontier orbital gap (spin up / spin down) in eV: 7.1 / 9.5
2S+1: 3
Energy above the lowest of the compared OMol25 structures with the same formula, charge and spin in kcal per mole: 0.0
E_LUMO (spin up / spin down) in eV: 0.98 / -0.82